Molecular formula: C40H41ClN3O2TeV
Method: DFT, ωB97M-V with the def2-TZVPD basis set

Summary:
HOMO energy (alpha / beta)   -4.57 / -4.57 eV
Net charge   0
<S²>   2.0137
Calculated total energy   -96213.110 eV
Multiplicity   3
Relative energy (zero: lowest compared OMol25 entry of this formula, charge and spin)   61.3 kcal per mole
F_max   1.3 eV Å⁻¹

Last column: Löwdin spin population.
Element x y z (Å)
V 0.176 -0.642 -1.577  1.885
C 1.972 1.601 -1.550  0.003
N 1.647 0.624 -2.623  0.004
C 1.124 1.349 -3.836  0.005
C -0.394 1.303 -4.019  0.002
C -1.225 1.759 -2.808  0.003
N -1.314 0.691 -1.797  -0.004
C -2.485 0.397 -1.359  0.020
C -2.802 -0.601 -0.351  -0.001
C -4.142 -0.808 -0.014  0.004
C -4.489 -1.647 1.020  -0.003
C -3.481 -2.272 1.756  0.004
C -2.149 -2.083 1.439  -0.003
C -1.802 -1.282 0.362  0.012
O -0.508 -1.156 0.014  0.003
C 2.879 -0.127 -3.017  0.002
C 3.687 -0.765 -1.891  0.000
C 2.959 -1.823 -1.034  0.004
N 1.586 -2.097 -1.504  0.001
C 1.213 -3.325 -1.573  0.019
C -0.058 -3.810 -2.064  0.001
C -0.330 -5.188 -1.956  0.004
C -1.465 -5.733 -2.493  -0.001
C -2.366 -4.892 -3.167  0.005
C -2.129 -3.542 -3.279  -0.002
C -0.980 -2.965 -2.723  0.009
O -0.783 -1.658 -2.841  0.008
H 2.854 2.192 -1.804  0.000
H 2.155 1.076 -0.609  0.000
H 1.130 2.275 -1.401  0.001
H 1.576 0.907 -4.718  0.000
H 1.456 2.387 -3.787  0.000
H -0.695 0.284 -4.263  0.001
H -0.633 1.943 -4.869  0.000
H -2.221 2.032 -3.146  0.000
H -0.796 2.657 -2.354  0.000
H -3.337 0.954 -1.743  0.000
H -4.909 -0.281 -0.573  0.000
H -5.530 -1.810 1.266  0.000
H -3.743 -2.915 2.589  0.000
H -1.357 -2.559 2.004  0.000
H 3.543 0.562 -3.539  0.000
H 2.574 -0.901 -3.719  0.000
H 4.091 0.010 -1.241  0.000
H 4.539 -1.236 -2.377  0.000
H 2.905 -1.470 -0.009  0.000
H 3.537 -2.742 -1.018  0.000
H 1.926 -4.093 -1.278  0.001
H 0.382 -5.816 -1.427  0.000
H -1.661 -6.794 -2.409  0.000
H -3.264 -5.311 -3.607  0.000
H -2.828 -2.889 -3.787  0.000
Te 1.381 -0.302 2.173  0.001
C 3.306 -0.374 3.072  0.000
C 3.539 -1.147 4.209  0.000
C 4.819 -1.230 4.752  0.000
C 5.874 -0.544 4.163  0.000
C 5.644 0.247 3.041  0.000
C 4.366 0.329 2.498  0.000
C 1.091 1.580 3.090  0.000
C 1.551 2.732 2.462  0.000
C 1.384 3.966 3.075  0.000
C 0.751 4.049 4.310  0.000
C 0.278 2.899 4.926  0.000
C 0.455 1.658 4.322  0.000
H 2.720 -1.684 4.674  0.000
H 4.990 -1.833 5.636  0.000
H 6.872 -0.621 4.579  0.000
H 6.461 0.796 2.586  0.000
H 4.192 0.953 1.628  0.000
H 2.041 2.668 1.498  0.000
H 1.746 4.864 2.586  0.000
H 0.624 5.014 4.790  0.000
H -0.227 2.961 5.884  0.000
H 0.091 0.760 4.805  0.000
Cl -3.213 0.774 2.838  0.001
C -3.684 1.675 1.400  0.003
C -5.029 1.811 1.126  0.000
C -5.475 2.554 0.031  0.004
C -4.511 3.168 -0.777  0.001
C -3.158 3.028 -0.518  0.004
C -2.643 2.238 0.582  0.001
C -1.285 2.030 0.771  -0.001
H -5.747 1.333 1.786  0.000
H -6.535 2.659 -0.175  0.000
H -4.831 3.775 -1.621  0.000
H -2.427 3.518 -1.162  0.000
H -0.879 1.398 1.550  0.000
H -0.564 2.529 0.114  -0.001